[1]
Here is C4H8N2O as an isolated structure in a non-equilibrium geometry from the OMol25 dataset. Energies are from the ωB97M-V functional and the def2-TZVPD basis.

ORCA input file:
```
! RIJCOSX wB97M-V def2-TZVPD def2/J DEFGRID3
* xyz 0 1
C 0.53 1.33 0.94
N -1.09 0.03 -1.38
C 0.75 -0.02 0.25
C -1.01 -0.59 -0.23
N 1.20 0.23 -1.19
C -1.62 -1.42 0.59
O 1.35 -0.96 0.82
H -1.27 -0.54 -2.20
H 1.68 -0.58 -1.56
H 1.79 1.05 -1.35
H 0.33 1.17 2.00
H 1.42 1.95 0.83
H -0.32 1.85 0.51
H -2.66 -1.71 0.53
H -1.05 -1.79 1.44
*
```

Values from the calculation:
E = -9300.9625 eV
ΔE to the lowest compared entry with this formula, charge and spin = 125.2 kcal per mole
E_HOMO = -8.82 eV

[2]
Here is a single C4H8N2O molecule in a non-equilibrium geometry from the OMol25 dataset. Energies are from the ωB97M-V functional and the def2-TZVPD basis.

ORCA input file:
```
! RIJCOSX wB97M-V def2-TZVPD def2/J DEFGRID3
* xyz 0 1
C 0.24 1.35 -0.18
C 0.02 -0.08 0.18
N -2.40 -0.01 0.23
C 0.73 -1.42 -0.46
C -1.21 -0.61 0.48
O 2.78 -0.46 0.00
N 1.49 -0.89 0.56
H 3.34 -0.42 0.78
H -2.42 0.91 -0.18
H -3.20 -0.60 0.04
H 1.04 -1.34 -1.51
H -1.32 -1.63 0.81
H -0.47 1.72 -0.92
H 0.11 1.97 0.71
H 1.26 1.52 -0.54
*
```

Values from the calculation:
E = -9299.1176 eV
ΔE to the lowest compared entry with this formula, charge and spin = 167.8 kcal per mole
E_HOMO = -6.75 eV

[3]
Here is a single C4H8N2O molecule in a non-equilibrium geometry from the OMol25 dataset. Energies are from the ωB97M-V functional and the def2-TZVPD basis.

ORCA input file:
```
! RIJCOSX wB97M-V def2-TZVPD def2/J DEFGRID3
* xyz 0 1
C -1.76 -0.76 0.59
C 1.03 -0.83 -0.22
C 0.86 0.50 -0.37
N 1.65 1.51 0.23
C -0.48 0.73 -0.96
O -1.06 -0.67 -0.64
N 1.46 -1.94 0.09
H 1.99 1.31 1.16
H 1.24 2.44 0.23
H 2.38 -2.18 -0.26
H -1.12 -0.50 1.44
H -2.07 -1.80 0.70
H -2.62 -0.09 0.59
H -0.98 1.61 -0.53
H -0.52 0.69 -2.05
*
```

Values from the calculation:
E = -9301.8636 eV
SMILES = COCC(N)=C=N
ΔE to the lowest compared entry with this formula, charge and spin = 104.5 kcal per mole
E_HOMO = -7.14 eV

[4]
Here is a single C4H8N2O molecule from the OMol25 dataset. Energies are from the ωB97M-V functional and the def2-TZVPD basis.

ORCA input file:
```
! RIJCOSX wB97M-V def2-TZVPD def2/J DEFGRID3
* xyz 0 1
C 0.22 -0.66 1.58
C -0.02 -0.21 0.16
C 0.81 -0.79 -0.92
N -0.60 -1.14 -0.82
C -0.63 1.19 0.07
O -1.33 1.62 0.97
N -0.35 1.95 -1.02
H 0.57 -1.69 1.58
H 0.97 -0.04 2.08
H -0.71 -0.59 2.16
H 1.11 -0.27 -1.83
H 1.51 -1.56 -0.59
H -0.68 -2.08 -0.43
H 0.05 1.52 -1.84
H -0.93 2.76 -1.15
*
```

Values from the calculation:
E = -9304.9866 eV
SMILES = C[C@@]1(C(N)=O)CN1
ΔE to the lowest compared entry with this formula, charge and spin = 32.4 kcal per mole
E_HOMO = -9.63 eV

[5]
Here is a single C4H8N2O molecule from the OMol25 dataset. Energies are from the ωB97M-V functional and the def2-TZVPD basis.

ORCA input file:
```
! RIJCOSX wB97M-V def2-TZVPD def2/J DEFGRID3
* xyz 0 1
C -1.50 0.90 0.13
C -0.10 0.35 0.20
O 0.80 -1.74 2.75
C 0.70 0.33 -1.09
N 0.02 -0.47 -2.11
C 0.42 -0.10 1.31
N 0.96 -0.39 2.39
H -2.00 0.86 1.10
H -2.08 0.32 -0.60
H -1.48 1.94 -0.21
H 1.25 -1.78 3.60
H 1.73 0.01 -0.89
H 0.74 1.36 -1.46
H 0.32 -1.44 -2.06
H 0.23 -0.13 -3.04
*
```

Values from the calculation:
E = -9302.5109 eV
SMILES = CC(=C=NO)CN
ΔE to the lowest compared entry with this formula, charge and spin = 89.5 kcal per mole
E_HOMO = -9.04 eV

[6]
Here is a 2-piece molecular cluster, C4H8N2O overall in a non-equilibrium geometry from the OMol25 dataset. Energies are from the ωB97M-V functional and the def2-TZVPD basis.

ORCA input file:
```
! RIJCOSX wB97M-V def2-TZVPD def2/J DEFGRID3
* xyz 0 1
H -1.36 -0.60 1.20
O -1.97 -1.12 1.85
N -0.63 0.18 0.22
H -2.80 -1.38 1.43
C 0.71 0.08 -0.03
C -1.13 0.99 -0.69
C 1.04 0.88 -1.08
N -0.16 1.38 -1.53
H -0.30 2.13 -2.20
H -2.16 0.99 -1.01
H 1.92 0.93 -1.70
C 1.52 -0.92 0.72
H 2.31 -0.47 1.34
H 0.87 -1.49 1.36
H 2.14 -1.57 0.12
*
```

Values from the calculation:
E = -9305.0960 eV
SMILES = Cc1c[nH]cn1.O
ΔE to the lowest compared entry with this formula, charge and spin = 29.9 kcal per mole
E_HOMO = -9.17 eV

[7]
Here is a 2-piece molecular cluster, C4H8N2O overall in a non-equilibrium geometry from the OMol25 dataset. Energies are from the ωB97M-V functional and the def2-TZVPD basis.

ORCA input file:
```
! RIJCOSX wB97M-V def2-TZVPD def2/J DEFGRID3
* xyz 0 3
C -1.76 2.04 0.08
C -2.34 0.98 -0.13
C 0.58 -2.12 0.29
C 0.89 -0.67 0.40
N 0.78 1.17 -0.79
N 0.76 -0.03 -0.87
O 0.92 1.99 0.11
H -1.19 2.92 0.31
H 0.52 1.57 -1.74
H -2.83 0.05 -0.16
H -0.52 -2.24 0.10
H 1.08 -2.55 -0.46
H 0.98 -2.56 1.17
H 0.15 -0.19 0.99
H 1.96 -0.37 0.71
*
```

Values from the calculation:
E = -9296.0913 eV
ΔE to the lowest compared entry with this formula, charge and spin = 105.4 kcal per mole
Expectation value of S² = 2.01
E_HOMO (spin up / spin down) = -6.22 / -10.37 eV

[8]
Here is a 2-piece molecular cluster, C4H8N2O2 overall in a non-equilibrium geometry from the OMol25 dataset. Energies are from the ωB97M-V functional and the def2-TZVPD basis.

ORCA input file:
```
! RIJCOSX wB97M-V def2-TZVPD def2/J DEFGRID3
* xyz 0 1
C 1.22 0.68 0.79
C -0.27 -0.37 1.23
C -1.33 -1.22 1.78
C -0.03 0.58 -1.73
N 1.06 -0.11 -2.16
O 0.01 0.95 1.41
O 1.02 -0.69 0.93
N -0.23 1.78 -2.09
H 2.14 1.15 1.10
H -0.71 -0.04 -1.04
H 1.84 0.46 -2.45
H 1.27 -0.99 -1.70
H -1.12 2.15 -1.79
H -2.07 -1.43 1.00
H -1.89 -0.74 2.60
H -0.91 -2.16 2.12
*
```

Values from the calculation:
E = -11348.4839 eV
SMILES = C[C@]12O[C@H]1O2.[H]/N=C/N
ΔE to the lowest compared entry with this formula, charge and spin = 129.8 kcal per mole
E_HOMO (spin up / spin down) = -7.60 / -7.47 eV

What did the fifth record say?
Here is a single C4H8N2O molecule from the OMol25 dataset. Energies are from the ωB97M-V functional and the def2-TZVPD basis.

ORCA input file:
```
! RIJCOSX wB97M-V def2-TZVPD def2/J DEFGRID3
* xyz 0 1
C -1.50 0.90 0.13
C -0.10 0.35 0.20
O 0.80 -1.74 2.75
C 0.70 0.33 -1.09
N 0.02 -0.47 -2.11
C 0.42 -0.10 1.31
N 0.96 -0.39 2.39
H -2.00 0.86 1.10
H -2.08 0.32 -0.60
H -1.48 1.94 -0.21
H 1.25 -1.78 3.60
H 1.73 0.01 -0.89
H 0.74 1.36 -1.46
H 0.32 -1.44 -2.06
H 0.23 -0.13 -3.04
*
```

Values from the calculation:
E = -9302.5109 eV
SMILES = CC(=C=NO)CN
ΔE to the lowest compared entry with this formula, charge and spin = 89.5 kcal per mole
E_HOMO = -9.04 eV

What did the fourth record say?
Here is a single C4H8N2O molecule from the OMol25 dataset. Energies are from the ωB97M-V functional and the def2-TZVPD basis.

ORCA input file:
```
! RIJCOSX wB97M-V def2-TZVPD def2/J DEFGRID3
* xyz 0 1
C 0.22 -0.66 1.58
C -0.02 -0.21 0.16
C 0.81 -0.79 -0.92
N -0.60 -1.14 -0.82
C -0.63 1.19 0.07
O -1.33 1.62 0.97
N -0.35 1.95 -1.02
H 0.57 -1.69 1.58
H 0.97 -0.04 2.08
H -0.71 -0.59 2.16
H 1.11 -0.27 -1.83
H 1.51 -1.56 -0.59
H -0.68 -2.08 -0.43
H 0.05 1.52 -1.84
H -0.93 2.76 -1.15
*
```

Values from the calculation:
E = -9304.9866 eV
SMILES = C[C@@]1(C(N)=O)CN1
ΔE to the lowest compared entry with this formula, charge and spin = 32.4 kcal per mole
E_HOMO = -9.63 eV

Question: Which value of ΔE to the lowest compared entry with this formula, charge and spin does entry 1 give?
Answer: 125.2 kcal per mole

Question: Look up the E of the seventh one.
Answer: -9296.0913 eV